1.
The following is a quantum chemistry calculation of C31H12Cl100IO5P as an isolated structure in a non-equilibrium geometry, from the OMol25 dataset.

Atoms and positions in Å:
C1 1.925 1.680 -1.899
C2 2.521 0.255 -2.366
C3 1.763 -0.305 -3.667
C4 1.210 -1.799 -3.500
O1 0.458 -2.029 -2.292
P1 -1.189 -2.201 -2.492
O2 -1.677 -2.683 -3.845
O3 -1.675 -3.399 -1.371
O4 -2.050 -0.799 -2.000
C5 -2.085 0.087 -3.150
C6 -2.517 1.577 -2.815
O5 -2.841 1.932 -1.675
I1 -2.538 2.987 -4.503
H1 1.175 1.448 -1.062
H2 1.462 2.281 -2.740
H3 2.761 2.287 -1.426
H4 2.409 -0.460 -1.494
H5 3.639 0.392 -2.583
H6 0.984 0.421 -4.080
H7 2.569 -0.372 -4.485
H8 2.144 -2.466 -3.434
H9 0.705 -2.075 -4.474
H10 -1.006 -3.391 -0.642
H11 -2.800 -0.356 -3.912
H12 -1.040 0.116 -3.595
C7 2.633 4.690 -4.895
Cl1 0.864 4.492 -4.849
Cl2 3.371 3.238 -5.606
Cl3 3.044 6.106 -5.882
Cl4 3.257 4.919 -3.250
C8 -5.803 2.707 0.181
Cl5 -4.451 3.720 0.719
Cl6 -7.256 3.101 1.124
Cl7 -6.114 3.009 -1.541
Cl8 -5.382 0.998 0.422
C9 -1.669 -0.445 2.327
Cl9 -2.827 -1.643 2.937
Cl10 -0.803 0.301 3.693
Cl11 -0.498 -1.245 1.257
Cl12 -2.541 0.806 1.423
C10 -0.080 -5.431 -5.736
Cl13 -1.847 -5.581 -5.757
Cl14 0.648 -6.896 -6.431
Cl15 0.407 -4.017 -6.695
Cl16 0.476 -5.229 -4.060
C11 -1.552 4.440 3.231
Cl17 -2.780 3.351 3.909
Cl18 -0.700 5.269 4.548
Cl19 -0.385 3.496 2.281
Cl20 -2.337 5.641 2.183
C12 -1.107 -3.587 6.401
Cl21 -1.449 -4.938 5.299
Cl22 -0.833 -2.115 5.453
Cl23 -2.490 -3.344 7.488
Cl24 0.342 -3.955 7.360
C13 -6.698 -3.545 3.924
Cl25 -7.029 -4.898 2.824
Cl26 -6.437 -2.064 2.980
Cl27 -8.080 -3.316 5.015
Cl28 -5.242 -3.900 4.879
C14 -1.432 1.123 8.470
Cl29 -0.101 2.168 9.008
Cl30 -2.891 1.490 9.413
Cl31 -1.754 1.413 6.747
Cl32 -0.984 -0.578 8.712
C15 -6.835 7.369 -1.843
Cl33 -5.632 8.402 -2.645
Cl34 -7.892 6.630 -3.069
Cl35 -6.004 6.093 -0.933
Cl36 -7.813 8.347 -0.729
C16 1.110 4.012 -9.166
Cl37 2.855 3.779 -9.394
Cl38 0.785 5.712 -8.773
Cl39 0.255 3.577 -10.660
Cl40 0.544 2.978 -7.838
C17 1.635 7.268 7.496
Cl41 3.038 7.631 6.470
Cl42 1.777 5.616 8.134
Cl43 1.551 8.419 8.848
Cl44 0.167 7.396 6.509
C18 -3.816 -9.180 -7.405
Cl45 -3.773 -10.098 -8.926
Cl46 -4.080 -10.295 -6.049
Cl47 -2.274 -8.330 -7.182
Cl48 -5.139 -7.997 -7.465
C19 -1.144 -9.392 5.415
Cl49 0.312 -9.774 4.471
Cl50 -1.028 -10.152 7.015
Cl51 -1.280 -7.628 5.608
Cl52 -2.577 -10.015 4.571
C20 5.758 8.362 3.353
Cl53 5.402 7.688 4.957
Cl54 4.722 9.775 3.064
Cl55 7.463 8.854 3.281
Cl56 5.437 7.135 2.110
C21 0.025 7.186 -0.707
Cl57 0.254 6.158 0.722
Cl58 -1.665 7.729 -0.789
Cl59 1.094 8.599 -0.588
Cl60 0.418 6.266 -2.174
C22 -8.614 11.250 -4.042
Cl61 -7.257 12.253 -3.490
Cl62 -10.068 11.654 -3.106
Cl63 -8.915 11.557 -5.765
Cl64 -8.217 9.536 -3.806
C23 4.468 -7.155 -5.057
Cl65 3.920 -7.780 -3.488
Cl66 3.542 -5.698 -5.468
Cl67 6.196 -6.754 -4.964
Cl68 4.214 -8.391 -6.307
C24 -0.425 -13.038 10.184
Cl69 1.017 -12.617 9.240
Cl70 -0.240 -14.671 10.855
Cl71 -0.626 -11.873 11.509
Cl72 -1.853 -12.989 9.130
C25 6.424 -9.532 -0.505
Cl73 6.728 -8.932 -2.147
Cl74 4.786 -9.067 0.001
Cl75 6.568 -11.302 -0.485
Cl76 7.611 -8.829 0.613
C26 3.671 -14.179 6.830
Cl77 2.518 -15.381 7.445
Cl78 4.539 -13.440 8.192
Cl79 4.834 -14.973 5.748
Cl80 2.795 -12.919 5.934
C27 -0.622 12.140 -2.473
Cl81 -2.379 11.890 -2.415
Cl82 0.155 10.709 -3.179
Cl83 -0.260 13.564 -3.470
Cl84 -0.006 12.397 -0.828
C28 3.978 0.950 -11.820
Cl85 4.660 -0.302 -12.879
Cl86 3.642 2.411 -12.771
Cl87 2.470 0.355 -11.095
Cl88 5.141 1.334 -10.534
C29 6.083 4.026 -0.404
Cl89 6.011 3.146 -1.945
Cl90 6.011 2.871 0.942
Cl91 7.599 4.945 -0.316
Cl92 4.707 5.144 -0.297
C30 -2.603 -7.565 1.007
Cl93 -4.351 -7.881 1.020
Cl94 -1.755 -8.956 0.300
Cl95 -2.271 -6.114 0.039
Cl96 -2.037 -7.311 2.671
C31 5.753 8.903 9.140
Cl97 4.523 7.810 9.807
Cl98 6.626 9.692 10.470
Cl99 6.898 7.973 8.152
Cl100 4.968 10.138 8.134

Output
HOMO-LUMO gap	10.05	eV

---

2.
The following is a quantum chemistry calculation of a 2-piece molecular cluster, C3H7N2O overall in a non-equilibrium geometry, from the OMol25 dataset.

Atoms and positions in Å:
C1 0.785 0.536 -0.313
C2 -0.157 -0.067 0.445
C3 -3.141 0.574 -0.591
N1 -3.774 -0.203 0.142
N2 2.174 0.265 -0.082
O1 -1.474 -0.007 0.241
H1 0.571 1.184 -1.216
H2 -0.045 -0.835 1.234
H3 -3.158 -0.941 0.502
H4 -4.719 -0.608 0.193
H5 2.275 -0.389 0.613
H6 2.539 1.108 0.175
H7 2.548 -0.231 -0.967

Output
charge	+1
ΔE to the lowest compared entry with this formula, charge and spin	137.2	kcal per mole
HOMO-LUMO gap	9.25	eV

---

3.
The following is a quantum chemistry calculation of a 3-piece molecular cluster, C41H79Cl2N4O10P2 overall in a non-equilibrium geometry, from the OMol25 dataset.

Atoms and positions in Å:
C1 -4.063 0.748 -6.603
C2 -4.281 -0.577 -5.848
C3 -3.521 -0.607 -4.504
C4 -4.094 -1.767 -3.674
N1 -3.946 -1.589 -2.212
C5 -5.178 -1.380 -1.532
Cl1 -5.695 0.244 -1.194
C6 -5.965 -2.405 -1.205
C7 -5.604 -3.839 -1.477
Cl2 -7.469 -2.134 -0.409
C8 -2.784 -1.593 -1.581
N2 -1.557 -1.723 -2.238
C9 -1.324 -2.856 -3.154
C10 -1.993 -4.188 -2.822
C11 -2.026 -5.036 -4.130
C12 -0.487 -1.507 -1.216
C13 0.913 -1.166 -1.657
C14 1.056 -0.413 -3.001
O1 -0.635 -2.698 -0.400
C15 0.400 -3.663 -0.401
C16 1.526 -3.420 0.605
C17 0.900 -3.381 2.024
C18 -1.313 -0.437 -0.324
C19 -0.484 -0.225 0.956
C20 0.091 1.194 1.229
C21 -0.852 2.122 2.058
C22 0.742 1.914 0.023
C23 -1.941 0.794 -0.985
C24 -1.714 1.279 -2.277
C25 -2.395 2.429 -2.644
C26 -3.250 3.098 -1.783
N3 -3.467 2.651 -0.545
C27 -2.836 1.539 -0.210
N4 -2.507 -1.376 -0.268
C28 -3.392 -1.496 0.850
O2 -3.938 -2.804 0.820
C29 -4.429 -3.186 2.095
H1 -3.165 0.738 -7.223
H2 -4.088 1.615 -5.939
H3 -4.894 0.889 -7.302
H4 -3.955 -1.377 -6.519
H5 -5.360 -0.664 -5.690
H6 -3.759 0.336 -4.011
H7 -2.468 -0.730 -4.760
H8 -5.153 -1.832 -3.917
H9 -3.656 -2.706 -4.014
H10 -5.609 -4.058 -2.549
H11 -6.368 -4.468 -1.022
H12 -4.634 -4.092 -1.051
H13 -0.250 -3.023 -3.235
H14 -1.651 -2.565 -4.158
H15 -1.459 -4.794 -2.090
H16 -3.030 -4.113 -2.498
H17 -2.183 -6.077 -3.847
H18 -1.123 -4.912 -4.726
H19 -2.913 -4.728 -4.692
H20 1.422 -0.544 -0.919
H21 1.570 -2.026 -1.780
H22 2.089 -0.477 -3.346
H23 0.428 -0.831 -3.791
H24 0.836 0.650 -2.915
H25 -0.050 -4.628 -0.144
H26 0.849 -3.837 -1.389
H27 2.056 -2.481 0.440
H28 2.216 -4.265 0.614
H29 -0.099 -2.934 1.991
H30 1.495 -2.793 2.723
H31 0.737 -4.398 2.387
H32 0.368 -0.903 0.993
H33 -1.041 -0.474 1.865
H34 0.915 1.016 1.928
H35 -1.691 1.508 2.396
H36 -0.346 2.510 2.940
H37 -1.267 2.917 1.438
H38 1.774 2.195 0.236
H39 0.222 2.870 -0.108
H40 0.638 1.398 -0.927
H41 -1.067 0.732 -2.941
H42 -2.267 2.819 -3.650
H43 -3.757 4.002 -2.100
H44 -3.044 1.175 0.795
H45 -4.242 -0.798 0.773
H46 -2.947 -1.351 1.836
H47 -5.282 -2.547 2.353
H48 -4.736 -4.231 2.062
H49 -3.655 -3.116 2.870
O3 2.281 -3.101 6.257
P1 1.725 -2.161 7.259
O4 1.374 -0.800 6.446
C30 0.320 -0.823 5.489
C31 -1.041 -0.683 6.149
O5 3.075 -1.680 8.046
C32 4.252 -2.493 8.065
C33 5.284 -1.955 7.098
O6 0.795 -1.804 8.532
C34 0.830 -2.689 9.683
C35 1.650 -2.073 10.797
H50 0.374 -1.741 4.894
H51 0.488 0.019 4.815
H52 -1.271 -1.559 6.759
H53 -1.825 -0.576 5.397
H54 -1.060 0.184 6.809
H55 4.015 -3.534 7.849
H56 4.650 -2.457 9.082
H57 4.882 -1.898 6.087
H58 6.173 -2.588 7.089
H59 5.580 -0.945 7.384
H60 1.211 -3.675 9.407
H61 -0.201 -2.812 10.013
H62 2.716 -2.194 10.613
H63 1.424 -2.557 11.748
H64 1.453 -1.005 10.879
O7 4.434 5.204 -5.091
P2 4.899 5.709 -3.778
O8 6.110 4.744 -3.316
C36 7.345 4.778 -4.045
C37 8.217 5.943 -3.618
O9 3.707 5.158 -2.785
C38 2.411 4.864 -3.294
C39 2.235 3.368 -3.447
O10 5.263 6.903 -2.752
C40 4.366 8.041 -2.667
C41 3.521 7.955 -1.412
H65 7.144 4.812 -5.119
H66 7.853 3.838 -3.833
H67 7.766 6.895 -3.903
H68 9.199 5.878 -4.087
H69 8.340 5.954 -2.535
H70 2.228 5.378 -4.238
H71 1.685 5.247 -2.572
H72 3.002 2.944 -4.096
H73 1.252 3.132 -3.864
H74 2.329 2.874 -2.477
H75 3.743 8.117 -3.561
H76 4.994 8.930 -2.624
H77 2.697 7.256 -1.542
H78 3.092 8.929 -1.175
H79 4.116 7.607 -0.569

Output
charge	+1
HOMO-LUMO gap	9.50	eV

---

4.
The following is a quantum chemistry calculation of one molecule with the formula C5H9O3 in a non-equilibrium geometry, from the OMol25 dataset.

Atoms and positions in Å:
C1 -0.057 -1.907 -0.737
C2 -0.485 -0.932 0.038
C3 0.284 0.356 0.090
C4 -0.518 1.544 -0.474
O1 -1.704 1.662 0.055
O2 1.512 0.235 -0.598
O3 2.361 -0.761 0.081
H1 3.131 -0.247 0.371
C5 -1.691 -1.066 0.894
H2 -0.562 -2.850 -0.787
H3 0.842 -1.770 -1.306
H4 0.548 0.547 1.139
H5 0.019 2.489 -0.320
H6 -0.632 1.412 -1.556
H7 -1.452 -0.824 1.930
H8 -2.474 -0.380 0.568
H9 -2.093 -2.078 0.870

Output
multiplicity	2
ΔE to the lowest compared entry with this formula, charge and spin	105.5	kcal per mole
HOMO-LUMO gap (spin up / spin down)	10.12 / 7.54	eV

---

> Number 3 is which compound?

C41H79Cl2N4O10P2